Entry 1:
Computed, not measured: a cluster of 2 separate species, C3H4O3 in total, with the ωB97M-V functional and the def2-TZVPD basis.

Calculated values
Gap between HOMO and LUMO in eV: 9.53
HOMO in Ha: -0.3362
SMILES: O=C=COC=O.[H][H]

Geometry as XYZ:
```
10
Properties=species:S:1:pos:R:3:forces:R:3:mulliken_charge:R:1
O -0.24341 -1.68439 -1.23379 -0.1 0.9 0.3 -0.32
C -0.30612 -0.60070 -0.81413 0.5 -0.7 -0.2 0.62
C -0.27892 0.61773 -0.28709 0.0 0.0 -0.3 -0.52
O 0.93982 1.11970 0.16514 0.3 0.1 0.0 -0.27
C 1.69937 0.27407 0.88591 0.1 -0.4 0.2 0.19
O 1.41298 -0.85771 1.16737 0.2 0.6 -0.2 -0.47
H -1.10217 1.31367 -0.29904 0.2 -0.2 0.0 0.36
H 2.63389 0.78581 1.13484 0.0 0.0 0.1 0.34
H -2.46183 -0.56054 -0.67743 -0.5 0.0 0.2 0.08
H -2.26775 -0.42072 0.02974 -0.5 -0.1 -0.2 -0.01
```
Forces are in eV/Å.

***

Entry 2:
Computed, not measured: a structure of composition C6H5Cl2CoNO3Tb in a non-equilibrium geometry, with the ωB97M-V functional and the def2-TZVPD basis.

Calculated values
Gap between HOMO and LUMO (spin up / spin down) in eV: 6.86 / 3.51
Total charge: +4
2S+1: 11
HOMO (spin up / spin down) in Ha: -0.8691 / -0.9016

Geometry as XYZ:
```
19
Properties=species:S:1:pos:R:3:forces:R:3:mulliken_charge:R:1
Tb -0.07658 -0.49821 -4.23208 -0.5 1.3 0.2 1.69
Co -0.15009 -0.22324 -0.36969 0.4 -0.3 -1.3 0.59
Cl -0.88191 1.55351 -3.10081 0.5 -1.1 0.0 -0.33
Cl 0.35674 -1.83282 -2.11669 -0.1 0.6 1.0 -0.30
C -0.77558 -1.64950 0.51773 -1.5 -9.0 3.9 0.78
C -0.35384 0.13169 -6.70971 -0.4 1.6 -6.2 -0.01
C 0.29110 -2.08481 -6.22272 1.0 -3.1 -5.7 0.06
O -0.95850 -2.66982 1.09888 1.0 7.2 -3.9 -0.06
O -0.38379 0.24336 -7.86107 0.0 -0.2 5.5 0.09
O 0.41931 -2.47853 -7.30615 -0.5 1.5 5.5 0.06
C 0.93724 1.17344 4.85118 -4.4 -2.7 -0.7 -0.63
C -0.28387 1.10263 3.89469 3.4 -0.3 1.4 -0.17
C -0.02114 0.47919 2.58932 -1.3 0.4 -4.3 0.58
N -0.07369 0.33694 1.40964 0.7 1.3 5.2 -0.33
H 1.31566 0.16618 5.08761 1.3 -0.3 -1.1 0.40
H 0.69335 1.62049 5.81510 -0.4 1.6 0.4 0.38
H 1.73353 1.85846 4.51631 2.0 1.0 0.2 0.43
H -1.15557 0.63150 4.41614 -0.5 0.1 0.1 0.40
H -0.63236 2.13952 3.72232 -0.6 0.4 -0.1 0.37
```
Forces are in eV/Å.

***

Entry 3:
Computed, not measured: a structure of composition C3H4BrClO in a non-equilibrium geometry, with the ωB97M-V functional and the def2-TZVPD basis.

Calculated values
Gap between HOMO and LUMO (spin up / spin down) in eV: 8.53 / 7.27
HOMO (spin up / spin down) in Ha: -0.3285 / -0.3177

Geometry as XYZ:
```
10
Properties=species:S:1:pos:R:3:forces:R:3:mulliken_charge:R:1
C -0.86811 -0.86006 0.45628 -3.4 2.2 -0.6 -0.10
C 1.24877 0.04860 -1.15201 -1.5 4.0 -1.3 -0.59
C -1.03231 0.52452 0.80583 2.3 -0.8 0.6 -0.38
O -1.78835 -1.35921 -0.17826 0.4 -0.7 -0.3 -0.53
Cl 2.31608 0.77546 -0.05004 0.4 -0.6 -1.1 -0.08
Br 0.15636 1.40204 1.91084 -0.6 0.1 0.6 -0.05
H -0.08810 -1.37563 0.87626 2.3 -1.6 0.9 0.57
H 1.28053 -0.96099 -1.36861 0.3 -1.9 -0.1 0.40
H 0.67741 0.76249 -1.90046 1.4 -1.6 1.8 0.31
H -1.90228 1.04279 0.60017 -1.5 0.9 -0.7 0.44
```
Forces are in eV/Å.

***

Entry 4:
Computed, not measured: a structure of composition C10H17F6N2O8P2Rh, with the ωB97M-V functional and the def2-TZVPD basis.

Calculated values
Gap between HOMO and LUMO in eV: 7.68
HOMO in Ha: -0.3395

Geometry as XYZ:
```
46
Properties=species:S:1:pos:R:3:forces:R:3:mulliken_charge:R:1
Rh 0.87626 -0.00760 -0.18928 0.0 -0.2 -0.6 1.04
O 3.26406 -2.39716 2.51844 0.1 -0.1 0.0 -0.50
P 3.22929 -1.06229 1.65351 -0.6 0.0 0.1 0.58
O 4.05910 0.00997 2.19141 0.1 0.0 0.0 -0.66
O 1.71329 -0.87906 1.39514 0.3 0.0 0.1 -0.21
O 3.75891 -1.59333 0.19280 0.4 0.1 -0.3 -0.24
P 3.11449 -0.90893 -1.08991 -0.1 0.0 0.4 0.97
O 4.12344 -1.21971 -2.24843 -0.2 -0.1 -0.1 -0.53
O 2.88217 0.56474 -0.83272 -0.2 0.2 0.1 -0.49
O 1.73037 -1.53257 -1.31482 0.3 0.0 0.2 -0.48
H 4.01109 -2.37671 3.12943 0.0 0.0 0.0 0.32
H 4.88536 -0.62574 -2.26148 0.0 0.0 0.0 0.35
C -2.10775 -0.11170 0.37265 0.2 0.0 0.0 -0.58
C -3.38519 -0.95893 0.56998 0.0 -0.1 0.0 -0.90
N -3.08353 -2.38689 0.56801 0.1 0.1 0.0 -0.18
C -2.47563 -2.72600 -0.71477 0.0 -0.1 0.0 -0.79
C -1.19023 -1.90094 -0.97427 0.1 0.1 0.0 -0.79
N -0.91709 -1.00628 0.18950 -0.4 0.0 0.2 1.18
C -0.80561 -1.85720 1.41503 0.1 0.0 -0.1 -0.87
C -2.11624 -2.64975 1.62806 0.0 -0.1 0.0 -0.83
H -1.89404 0.52452 1.23006 0.0 0.0 0.0 0.50
H -2.18212 0.52554 -0.50003 0.0 0.0 0.0 0.25
H -4.09635 -0.75946 -0.23235 0.0 0.0 0.0 0.34
H -3.87090 -0.70488 1.51253 0.0 0.0 0.0 0.31
H -3.20735 -2.55010 -1.50364 0.0 0.0 0.0 0.28
H -2.23959 -3.79060 -0.71000 0.0 0.0 0.0 0.34
H -1.27665 -1.26130 -1.85286 0.0 0.0 0.0 0.44
H -0.32151 -2.53994 -1.10688 0.0 0.0 0.0 0.51
H -0.57306 -1.19733 2.24708 0.0 0.0 0.0 0.53
H 0.04525 -2.51788 1.27272 0.0 0.0 0.0 0.42
H -2.57147 -2.38594 2.58317 0.0 0.0 0.0 0.29
H -1.90651 -3.71976 1.64566 0.0 0.0 0.0 0.33
C 1.33585 3.12694 -1.65802 0.1 0.0 0.0 -1.88
C 0.13862 2.87272 -0.75413 -0.1 -0.2 -0.1 1.00
O -0.20471 1.52739 -0.60907 0.1 0.2 0.2 -0.87
C 0.42980 3.42906 0.65873 0.0 0.1 -0.1 0.58
F 1.35859 2.67211 1.25482 0.0 0.0 0.0 -0.19
F -0.64971 3.43258 1.45015 0.0 0.0 0.0 -0.26
F 0.90061 4.68147 0.60630 0.0 0.0 0.0 -0.29
C -1.11797 3.53133 -1.36272 0.1 0.1 0.0 0.46
F -1.31606 3.05599 -2.60238 0.0 0.0 0.0 -0.28
F -0.99192 4.86265 -1.45418 0.0 0.0 0.0 -0.26
F -2.23061 3.27463 -0.66667 0.0 0.0 0.0 -0.23
H 2.23630 2.71983 -1.20634 0.0 0.0 0.0 0.44
H 1.47104 4.19274 -1.83208 0.0 0.0 0.0 0.43
H 1.16793 2.62376 -2.60814 0.0 0.0 0.0 0.42
```
Forces are in eV/Å.

***

Entry 5:
Computed, not measured: a cluster of 2 separate species, C10H11ClN2OS in total in a non-equilibrium geometry, with the ωB97M-V functional and the def2-TZVPD basis.

Calculated values
Gap between HOMO and LUMO (spin up / spin down) in eV: 6.21 / 6.72
HOMO (spin up / spin down) in Ha: -0.2782 / -0.3092

Geometry as XYZ:
```
26
Properties=species:S:1:pos:R:3:forces:R:3:mulliken_charge:R:1
C -3.32015 3.62286 0.36048 0.9 -1.3 -2.0 -0.30
C -2.11034 3.56098 1.05663 -1.7 0.1 0.2 -0.57
C -3.71663 2.64236 -0.56982 3.6 -1.5 2.5 -0.71
C -1.40767 2.40574 1.00068 3.9 -0.9 0.8 -0.29
C -2.84357 1.48651 -0.65701 -1.7 2.6 0.6 -0.34
C -1.68869 1.38960 0.08594 -2.0 1.3 0.1 0.83
C -1.01365 0.15426 0.12030 1.0 -1.5 0.2 -0.12
C 1.67195 -1.94082 0.24921 -2.2 0.4 0.1 0.89
C 1.47035 -2.28576 -1.17686 -1.1 -0.2 0.2 -0.99
C 2.31967 -2.96236 1.12855 0.0 1.6 2.3 -1.12
N 0.13815 -0.15384 0.31691 0.3 -0.2 -0.8 0.03
N 0.97557 -0.99974 0.82594 1.1 -1.4 1.1 -0.72
O -1.27944 -2.73297 0.26391 0.5 -0.6 -0.2 -0.41
S -2.42694 -1.85265 0.42213 -1.3 0.3 0.0 0.42
Cl -4.35904 -2.95881 -0.55965 1.4 0.9 0.4 -0.42
H -3.86951 4.50066 0.37999 -1.2 1.5 0.5 0.41
H -1.94238 4.35961 1.75673 0.6 0.0 0.1 0.38
H -4.70139 2.62623 -0.89877 -1.4 0.0 -1.2 0.43
H -0.43058 2.23616 1.58206 -1.7 0.5 -0.6 0.25
H -3.14055 0.61867 -1.13744 -0.7 -1.4 -1.3 0.51
H 0.32106 -2.31250 -1.23787 1.6 -0.5 -0.5 0.25
H 2.01190 -3.21225 -1.44432 -0.7 0.4 0.1 0.32
H 1.81721 -1.49500 -1.80904 0.1 0.6 -0.6 0.34
H 1.67396 -3.89748 1.23528 1.2 1.2 -0.4 0.27
H 2.43658 -2.43873 2.15439 -0.4 -1.2 -1.4 0.32
H 3.34264 -3.06184 0.77477 0.0 -0.9 -0.1 0.36
```
Forces are in eV/Å.

***

Entry 6:
Computed, not measured: the molecule C6H14N2O, with the ωB97M-V functional and the def2-TZVPD basis.

Calculated values
Gap between HOMO and LUMO in eV: 10.15
HOMO in Ha: -0.3397
SMILES: CCCC(N)(N)C(C)=O

Geometry as XYZ:
```
23
Properties=species:S:1:pos:R:3:forces:R:3:mulliken_charge:R:1
C 1.04672 1.35675 -1.84651 0.0 -0.2 -0.2 -1.13
C 0.23935 0.06222 -1.92922 -0.1 0.3 0.2 -0.32
C -0.97397 -0.00589 -0.99998 0.2 -0.3 0.2 -1.26
C -0.68601 -0.14845 0.51010 -0.5 0.1 -0.4 1.02
N -1.95024 -0.48580 1.15042 -0.2 -0.1 0.0 -0.68
N -0.12255 1.03877 1.14923 0.2 0.0 0.1 -0.56
C 0.19669 -1.38092 0.78889 0.1 0.2 0.2 0.31
C 1.09505 -1.28863 1.99262 -0.5 0.5 0.6 -1.25
O 0.13341 -2.36707 0.10353 0.0 0.0 -0.1 -0.55
H 0.38717 2.22486 -1.84959 0.0 0.1 0.0 0.27
H 1.70559 1.43260 -2.71091 0.1 0.1 0.0 0.37
H 1.67269 1.39477 -0.95722 0.1 0.1 0.0 0.27
H -0.13785 -0.03668 -2.94841 0.0 -0.1 0.0 0.34
H 0.88989 -0.79110 -1.74131 0.0 -0.1 -0.1 0.28
H -1.59176 0.88746 -1.14402 -0.1 0.0 0.1 0.48
H -1.57015 -0.87623 -1.27328 0.0 0.0 0.0 0.32
H -2.63654 0.24422 0.98655 0.0 0.0 0.0 0.30
H -1.82067 -0.57458 2.15187 0.0 0.1 0.0 0.28
H -0.69348 1.84837 0.93001 0.1 0.0 0.0 0.31
H 0.81802 1.22148 0.82586 0.0 0.2 0.0 0.17
H 1.19382 -2.26026 2.45157 0.0 -0.3 0.1 0.39
H 0.72874 -0.51764 2.70450 0.3 -0.6 -0.4 0.38
H 2.07606 -0.97834 1.65540 0.3 0.1 -0.1 0.27
```
Forces are in eV/Å.

***

Q: Which energy relative to the best compared isomer or geometry (same formula, charge and spin) values were calculated for the entries above? A: 3.365 0.545 4.088 0.000 4.352 0.999, in eV.